Computed, not measured: 8 unconnected molecules or ions with the total composition C4H26NO7, with ωB97M-V with the def2-TZVPD basis set.

Results
- ΔE to the lowest compared entry with this formula, charge and spin (kcal/mol) = 27.59
- maximum force (eV/Å) = 2.02
- LUMO level (Ha) = -0.0933
- total charge = +1
- Kohn-Sham gap (eV) = 11.0996

Cartesian coordinates (Å):
C -0.95 1.71 2.42
C 0.38 1.54 1.64
N 0.71 0.13 1.17
C 2.05 -0.44 1.64
C 0.38 2.49 0.42
H -1.70 2.10 1.74
H -0.78 2.40 3.24
H -1.42 0.80 2.79
H 1.12 1.74 2.43
H -0.11 -0.43 1.46
H 0.64 0.05 0.16
H 1.92 -1.19 2.41
H 2.51 -0.76 0.72
H 2.53 0.42 2.11
H 1.13 2.13 -0.25
H 0.49 3.52 0.79
H -0.65 2.62 0.07
H -1.59 -2.95 1.90
H -1.05 -2.23 3.10
O -1.27 -2.08 2.16
H 0.15 -1.39 -3.27
H 1.54 -1.88 -3.27
O 0.82 -1.70 -2.66
H 1.16 0.04 -2.40
H 1.85 1.34 -3.02
O 1.29 1.02 -2.32
H -1.05 1.42 -2.30
H -1.91 2.52 -2.70
O -1.89 1.84 -2.01
H -1.40 -1.45 -1.32
H -0.94 -1.96 0.06
O -0.82 -1.25 -0.58
H 2.88 -2.31 -0.28
H 2.89 -3.79 0.06
O 2.35 -3.00 0.08
H -4.05 -1.03 -1.77
H -3.76 0.45 -2.19
O -3.43 -0.44 -2.23

---

Computed, not measured: a molecular structure, C23H57N4O12V, with ωB97M-V with the def2-TZVPD basis set.

Results
- ΔE to the lowest compared entry with this formula, charge and spin (kcal/mol) = 0.00
- maximum force (eV/Å) = 2.24
- LUMO level (Ha) = 0.0130
- total charge = 0
- Kohn-Sham gap (eV) = 8.6538

Cartesian coordinates (Å):
O 33.68 -3.81 3.79
V 32.47 -2.85 4.23
O 31.40 -2.92 3.03
O 34.99 0.11 5.17
C 34.12 -0.88 4.93
O 33.84 -1.71 5.84
O 33.56 -0.94 3.80
H 35.26 -0.01 6.09
C 34.15 -6.87 5.00
O 32.78 -6.84 4.68
C 32.51 -7.29 3.37
C 31.02 -7.32 3.16
N 30.53 -6.02 2.72
C 29.08 -5.99 2.58
C 28.62 -4.67 1.96
O 27.28 -4.38 2.26
C 26.36 -5.09 1.45
H 34.73 -6.10 4.48
H 34.61 -7.84 4.75
H 34.26 -6.75 6.08
H 32.90 -8.31 3.25
H 32.98 -6.64 2.63
H 30.50 -7.61 4.08
H 30.78 -8.11 2.42
H 30.93 -5.82 1.80
H 28.63 -6.05 3.58
H 28.66 -6.84 2.01
H 28.82 -4.63 0.89
H 29.22 -3.88 2.43
H 26.57 -4.91 0.39
H 25.37 -4.68 1.65
H 26.34 -6.15 1.71
C 38.71 -7.41 4.29
O 37.86 -6.30 4.32
C 38.54 -5.10 4.04
C 37.54 -3.98 4.01
N 38.02 -2.85 3.20
C 37.00 -1.81 3.18
C 37.25 -0.73 2.18
O 37.10 -1.31 0.89
C 37.20 -0.34 -0.12
H 39.42 -7.40 5.14
H 39.33 -7.43 3.38
H 38.11 -8.31 4.33
H 39.02 -5.15 3.05
H 39.31 -4.91 4.80
H 37.32 -3.60 5.01
H 36.56 -4.36 3.68
H 38.08 -3.19 2.24
H 36.97 -1.37 4.19
H 36.00 -2.23 3.00
H 38.25 -0.28 2.24
H 36.48 0.05 2.30
H 36.41 0.43 -0.01
H 37.06 -0.82 -1.08
H 38.16 0.19 -0.08
C 33.26 -8.94 -0.56
O 33.46 -7.71 -1.25
C 34.28 -7.86 -2.39
C 34.34 -6.54 -3.10
N 35.04 -5.56 -2.28
C 34.85 -4.20 -2.67
C 35.06 -3.27 -1.50
O 34.08 -3.54 -0.52
C 34.11 -2.64 0.58
H 32.50 -8.76 0.20
H 34.19 -9.29 -0.11
H 32.89 -9.70 -1.26
H 33.82 -8.61 -3.05
H 35.29 -8.21 -2.16
H 33.31 -6.21 -3.32
H 34.86 -6.67 -4.05
H 34.76 -5.69 -1.31
H 33.87 -4.00 -3.14
H 35.62 -3.91 -3.40
H 34.99 -2.23 -1.84
H 36.06 -3.44 -1.07
H 33.15 -2.73 1.09
H 34.22 -1.59 0.30
H 34.88 -2.96 1.28
C 29.37 -4.88 6.57
C 30.19 -3.90 5.75
C 30.10 -2.51 6.29
O 30.87 -1.69 5.42
C 30.80 -0.32 5.72
N 31.62 -4.28 5.64
H 29.46 -5.90 6.19
H 28.31 -4.64 6.51
H 29.66 -4.88 7.62
H 29.80 -3.90 4.73
H 30.50 -2.39 7.31
H 29.06 -2.16 6.29
H 31.62 0.18 5.22
H 30.89 -0.16 6.80
H 29.85 0.10 5.37
H 31.68 -5.23 5.27
H 32.07 -4.28 6.55

---

Computed, not measured: a single C2H2P2 molecule, with ωB97M-V with the def2-TZVPD basis set.

Results
- ΔE to the lowest compared entry with this formula, charge and spin (kcal/mol) = 34.70
- maximum force (eV/Å) = 4.37
- LUMO level (Ha) = -0.0066
- SMILES = [C@H]12[C@@H]3P1#P23
- total charge = 0
- Kohn-Sham gap (eV) = 7.9246

Cartesian coordinates (Å):
C 0.26 0.65 0.31
C -0.66 -0.54 0.05
P 1.06 0.09 -1.12
P 0.71 -0.93 1.03
H -0.29 1.48 0.79
H -1.09 -0.74 -1.05

---

Computed, not measured: 2 unconnected molecules or ions with the total composition CH4N2O2S, with ωB97M-V with the def2-TZVPD basis set.

Results
- ΔE to the lowest compared entry with this formula, charge and spin (kcal/mol) = 146.21
- maximum force (eV/Å) = 4.68
- LUMO level (alpha / beta) (Ha) = -0.0608 / -0.0393
- total charge = 0
- Kohn-Sham gap (alpha / beta) (eV) = 9.2145 / 7.5573

Cartesian coordinates (Å):
C 0.49 0.35 -0.74
N -1.69 0.21 0.67
N 0.81 -0.84 -0.04
O 0.40 -1.88 -0.56
O 1.58 -0.79 0.95
S 1.12 1.76 -0.11
H -0.04 0.31 -1.59
H -2.35 -0.54 0.80
H -2.00 0.40 -0.29
H 1.67 1.02 0.90